Below is C13H20N2O3S in the gas phase in a non-equilibrium geometry, with properties calculated with ωB97M-V/def2-TZVPD.

Structure (ORCA input):
```
! RIJCOSX wB97M-V def2-TZVPD def2/J DEFGRID3
* xyz 0 1
C 5.43297 1.06473 -0.25005
C 3.94757 1.27300 0.03389
N 3.35312 0.06731 0.58765
C 3.07158 -0.97521 -0.38435
C 1.83480 -0.67714 -1.24342
N 0.67422 -0.38939 -0.42023
S -0.16699 -1.72725 0.14938
O -0.11969 -2.72415 -0.88040
O 0.23091 -2.10812 1.47840
C -1.80831 -1.02947 0.22389
C -2.42182 -0.66492 -0.95649
C -3.68741 -0.10497 -0.93702
C -4.33834 0.09022 0.28106
O -5.57228 0.63043 0.42047
C -6.28122 1.02036 -0.73365
C -3.70392 -0.28670 1.47007
C -2.44407 -0.84522 1.43935
C 0.92381 0.61542 0.59566
C 2.18158 0.28585 1.41415
H 5.58601 0.36869 -1.07018
H 5.89525 2.01227 -0.51569
H 5.92147 0.66768 0.63500
H 3.84657 2.06039 0.78515
H 3.44760 1.62210 -0.88340
H 3.94407 -1.11983 -1.02202
H 2.88796 -1.89948 0.17227
H 1.57832 -1.54095 -1.85596
H 2.00450 0.18706 -1.89454
H -1.90092 -0.83211 -1.88535
H -4.15571 0.17200 -1.86780
H -5.75314 1.80604 -1.28253
H -6.46539 0.17041 -1.39744
H -7.23249 1.40951 -0.37468
H -4.22717 -0.13110 2.39987
H -1.93942 -1.15217 2.34187
H 0.04532 0.65106 1.24175
H 1.03119 1.58239 0.09145
H 2.38741 1.08868 2.12533
H 1.99204 -0.63742 1.96855
*
```

Calculated values
Frontier orbital gap ... 8.7 eV
Calculated total energy ... -33762.419 eV
Highest occupied orbital energy ... -8.02 eV
Energy above the lowest of the compared OMol25 structures with the same formula, charge and spin ... 2.9137 eV
Maximum force ... 1.0 eV Å⁻¹

Below is a molecular structure, C14H12AsMoN5O7S4, with properties calculated with ωB97M-V/def2-TZVPD.

Structure (ORCA input):
```
! RIJCOSX wB97M-V def2-TZVPD def2/J DEFGRID3
* xyz -2 3
Mo 0.99944 -0.29371 -0.31437
N -0.15665 0.85026 -1.90144
C -0.61947 0.03287 -3.04341
C -1.34124 -1.22840 -2.57656
C -0.39244 -2.35016 -2.15616
O -0.52672 -3.46949 -2.61795
O 0.54963 -2.01918 -1.32235
H -0.96736 1.23525 -1.40708
H 0.40760 1.62061 -2.25167
H 0.25733 -0.21576 -3.64218
H -1.28596 0.62966 -3.67190
H -1.96932 -1.61944 -3.37527
H -1.99051 -0.97215 -1.73582
S 6.21302 2.84070 0.62712
As 4.97880 2.36017 2.25682
S 2.21861 -0.68100 1.57065
S 1.81882 1.30375 1.31581
S 4.46164 4.05635 3.35515
N 4.65088 0.23646 -0.88891
C 3.69700 0.54163 -1.78662
O 2.48373 0.13321 -1.62843
C 3.96812 1.26447 -2.96600
C 2.84968 1.60488 -3.76077
N 1.93476 1.88724 -4.41002
C 5.27066 1.62860 -3.37474
N 6.32443 1.91638 -3.74819
H 4.27151 -0.11996 -0.01910
H 5.37573 0.95028 -0.72719
O -2.37564 1.18981 -0.06196
C -1.98302 0.29051 0.68591
O -0.88606 -0.34999 0.57432
C -2.86625 -0.14265 1.82705
C -4.01478 0.58771 2.10376
C -4.85560 0.21846 3.14259
C -4.56329 -0.89618 3.90953
C -3.41663 -1.61557 3.61196
C -2.55259 -1.25924 2.59068
N -3.12178 -2.80725 4.41219
O -2.17951 -3.49768 4.08589
O -3.84368 -3.04633 5.36751
H -4.22665 1.44848 1.48425
H -5.74424 0.79802 3.35630
H -5.19737 -1.21680 4.72171
H -1.65462 -1.82485 2.38892
*
```

Calculated values
Frontier orbital gap (spin up / spin down) ... 5.0 / 5.0 eV
Calculated total energy ... -142535.878 eV
<S²> ... 2.158
Highest occupied orbital energy (spin up / spin down) ... -2.22 / -2.24 eV
Energy above the lowest of the compared OMol25 structures with the same formula, charge and spin ... 1.3101 eV
Maximum force ... 0.8 eV Å⁻¹

Below is C5H11NO in the gas phase, with properties calculated with ωB97M-V/def2-TZVPD.

Structure (ORCA input):
```
! RIJCOSX wB97M-V def2-TZVPD def2/J DEFGRID3
* xyz 0 1
C -0.23835 -1.87839 -0.42237
C -0.78543 -0.84058 0.57534
C -0.06615 0.52568 0.52305
C 1.19372 0.55903 1.38737
N 0.25620 0.90905 -0.84554
C -0.55581 1.67092 -1.62199
O -1.57336 2.22229 -1.24992
H -0.91212 -1.98746 -1.27921
H 0.74077 -1.59407 -0.82501
H -0.11884 -2.87078 0.02322
H -1.85031 -0.67847 0.37081
H -0.71674 -1.22276 1.60307
H -0.75760 1.29552 0.87806
H 0.93155 0.36542 2.43270
H 1.92104 -0.20476 1.08042
H 1.67939 1.53930 1.33243
H 1.02474 0.44082 -1.30304
H -0.17269 1.74923 -2.65938
*
```

Calculated values
Frontier orbital gap ... 10.6 eV
Calculated total energy ... -8901.304 eV
Highest occupied orbital energy ... -9.71 eV
Energy above the lowest of the compared OMol25 structures with the same formula, charge and spin ... 0.3935 eV
Maximum force ... 0.4 eV Å⁻¹

Below is C3H5P in the gas phase in a non-equilibrium geometry, with properties calculated with ωB97M-V/def2-TZVPD.

Structure (ORCA input):
```
! RIJCOSX wB97M-V def2-TZVPD def2/J DEFGRID3
* xyz 0 1
C 1.39093 0.13687 -0.17025
C -0.03653 0.15064 0.44296
C -1.24444 0.34890 0.11244
P -2.78800 0.18632 -0.31024
H 1.72354 -0.85248 -0.46038
H 1.37356 0.83128 -1.02464
H 2.09117 0.60447 0.64522
H 0.02223 -0.20209 1.43281
H -2.53246 -1.20392 -0.66792
*
```

Calculated values
Frontier orbital gap ... 9.8 eV
Calculated total energy ... -12478.037 eV
Highest occupied orbital energy ... -9.29 eV
Energy above the lowest of the compared OMol25 structures with the same formula, charge and spin ... 0.6009 eV
Maximum force ... 3.4 eV Å⁻¹

Below is a molecular structure, C50H28F5N4Tl in a non-equilibrium geometry, with properties calculated with ωB97M-V/def2-TZVPD.

Structure (ORCA input):
```
! RIJCOSX wB97M-V def2-TZVPD def2/J DEFGRID3
* xyz 0 1
Tl -0.14541 0.46018 0.19262
C -4.11052 -4.35226 4.73908
C -4.07544 -2.95446 4.79389
C -3.40255 -2.28658 3.77264
C -2.66479 -3.00146 2.79111
C -2.81541 -4.38602 2.75700
C -3.52470 -5.08604 3.72706
C -1.83610 -2.28956 1.81016
C -0.45624 -2.20076 2.09884
C 0.19676 -2.93618 3.20270
C 1.51238 -2.71590 3.07109
C 1.71824 -1.78620 1.94260
C 2.87085 -1.26120 1.48485
C 4.13288 -1.59872 2.17205
C 4.76000 -2.83747 1.99269
C 5.97950 -3.16100 2.62722
C 6.54327 -2.22334 3.46032
C 5.91582 -1.00117 3.60043
C 4.74866 -0.65443 2.97219
C 3.01435 -0.39271 0.29886
N 1.99605 0.12535 -0.42444
C 2.57412 0.87833 -1.47119
C 1.94502 1.47585 -2.56396
C 2.75673 2.27543 -3.49227
C 3.34147 3.47712 -3.05856
C 3.93157 4.33643 -3.91406
C 4.03406 3.99289 -5.22746
C 3.49290 2.80122 -5.75634
C 2.83457 1.91672 -4.85146
C 0.55748 1.34723 -2.84486
C -0.11385 1.79446 -4.02112
C -1.42034 1.40742 -3.93057
C -1.53756 0.68497 -2.70007
N -0.28374 0.57245 -2.07478
C -2.78081 0.07160 -2.26379
C -2.99978 -0.65783 -1.12096
C -4.19945 -1.39507 -0.78233
C -3.93180 -2.03357 0.39705
C -2.50674 -1.74166 0.69972
N -2.01085 -0.91668 -0.20256
C -3.98409 0.48490 -3.08889
C -4.57530 1.73689 -2.92952
C -5.71984 2.12834 -3.63815
C -6.33182 1.23540 -4.53245
C -5.78765 -0.02754 -4.59938
C -4.66845 -0.43955 -3.89814
C 4.00422 0.79357 -1.30553
C 4.28046 -0.03180 -0.23501
N 0.47076 -1.60315 1.35054
H -4.70782 -4.86708 5.44528
H -4.65043 -2.50418 5.58150
H -3.37508 -1.18942 3.68947
H -2.40417 -4.87146 1.83235
H -3.55277 -6.14742 3.78903
H -0.28944 -3.55440 3.92002
H 2.25570 -3.15028 3.75572
H 4.25084 -3.57132 1.37320
H 6.42731 -4.11118 2.54492
H 7.44959 -2.37309 4.03474
H 6.35502 -0.21863 4.24236
H 4.29825 0.29587 3.22738
H 3.17341 3.78993 -2.04979
H 4.35575 5.23849 -3.54461
H 4.57628 4.64582 -5.92983
H 3.54197 2.64164 -6.79720
H 2.43114 0.94508 -5.17409
H 0.38828 2.32869 -4.83870
H -2.18727 1.43943 -4.70555
H -5.19042 -1.36524 -1.26032
H -4.49155 -2.81396 0.89621
H -4.15334 2.47637 -2.26764
H -6.07213 3.13601 -3.60230
H -7.26691 1.49784 -5.04371
H -6.33000 -0.78363 -5.18106
H -4.32423 -1.46510 -4.02521
H 4.66170 1.22952 -2.04718
H 5.28793 -0.20570 0.10966
F -0.45436 3.63475 0.03233
C -0.32966 3.33784 1.33043
C -0.19948 2.01773 1.67754
C -0.03977 1.69998 3.01601
F 0.09106 0.44762 3.43747
C -0.06477 2.73863 3.97451
F -0.01768 2.46141 5.26217
C -0.19691 4.06496 3.58861
F -0.33648 5.03305 4.49573
C -0.24039 4.39095 2.24394
F -0.39807 5.67605 1.93973
*
```

Calculated values
Frontier orbital gap (spin up / spin down) ... 5.6 / 5.6 eV
Calculated total energy ... -76542.991 eV
Highest occupied orbital energy (spin up / spin down) ... -6.88 / -6.88 eV
Maximum force ... 2.9 eV Å⁻¹

Below is 3 unconnected molecules or ions with the total composition C6H10N, with properties calculated with ωB97M-V/def2-TZVPD.

Structure (ORCA input):
```
! RIJCOSX wB97M-V def2-TZVPD def2/J DEFGRID3
* xyz 1 1
C 1.51611 1.23492 1.83515
C -1.92855 1.57969 0.33672
C 0.87402 -2.24192 -0.43330
C 0.76501 0.31817 2.01397
C -2.46826 1.34236 -0.70856
C 0.17007 -1.35509 -1.10105
N 0.34880 0.08528 -0.90991
H 2.17041 2.05000 1.71264
H -1.47007 1.78897 1.26088
H 1.62980 -1.96418 0.28485
H 0.72201 -3.29581 -0.58448
H 0.11576 -0.47746 2.24751
H -3.00294 1.20360 -1.60466
H -0.57874 -1.61294 -1.83397
H -0.58522 0.58406 -0.83849
H 0.88481 0.49128 -1.68328
H 0.83698 0.26907 0.00598
*
```

Calculated values
Frontier orbital gap ... 12.1 eV
Calculated total energy ... -7862.561 eV
Highest occupied orbital energy ... -15.00 eV
Energy above the lowest of the compared OMol25 structures with the same formula, charge and spin ... 3.7871 eV
Maximum force ... 0.8 eV Å⁻¹